Density functional theory data (the ωB97M-V functional and the def2-TZVPD basis) for C5H11NO in the gas phase.

The SMILES is CC[C@@H](C)NC=O. The total energy comes out at -327.11628 hartree.

```
! RIJCOSX wB97M-V def2-TZVPD def2/J DEFGRID3
* xyz 0 1
C 0.6151 1.1136 -1.6978
C 1.0534 -0.0348 -0.7866
C -0.1284 -0.4356 0.1277
C -0.4804 -1.9240 0.1652
N 0.0061 0.0921 1.4802
C -0.7873 1.0947 1.9345
O -1.6105 1.6900 1.2659
H -0.2360 0.7947 -2.3119
H 0.2760 1.9664 -1.0984
H 1.4071 1.4522 -2.3722
H 1.3843 -0.8884 -1.3922
H 1.9143 0.2727 -0.1791
H -1.0058 0.0905 -0.2559
H -0.3760 -2.3794 -0.8248
H 0.1448 -2.4916 0.8645
H -1.5222 -2.0425 0.4798
H 0.6366 -0.3552 2.1313
H -0.6102 1.3272 3.0008
*
```

=====

Density functional theory data (the ωB97M-V functional and the def2-TZVPD basis) for a molecular structure, C23H65Mn2N3O15P.

The total energy comes out at -4851.12576 hartree.

```
! RIJCOSX wB97M-V def2-TZVPD def2/J DEFGRID3
* xyz 1 11
Mn -0.7109 -1.5608 0.8473
Mn -3.2743 1.4006 -2.6696
P -0.9646 1.2967 -0.1354
O -1.8792 0.1122 -0.7046
O -1.5614 2.4085 -0.9924
O 0.3248 0.4713 -0.3513
O -1.4648 1.0052 1.2677
C 4.5354 -4.5323 -3.7559
O 4.4420 -3.1860 -3.2986
C 4.7777 -3.0940 -1.8919
C 4.8096 -1.5999 -1.4569
N 4.9582 -1.4889 -0.0106
C 6.1909 -1.9722 0.6054
C 6.4437 -1.4277 2.0245
O 5.6298 -2.0814 2.9653
C 6.0015 -1.7302 4.2819
H 5.5809 -4.7825 -3.9358
H 3.9728 -4.6830 -4.6772
H 4.2174 -5.2990 -3.0495
H 5.7409 -3.5360 -1.6369
H 4.0153 -3.6216 -1.3188
H 3.9788 -1.0443 -1.8918
H 5.6912 -1.0659 -1.8114
H 4.7860 -0.5350 0.2733
H 6.9890 -1.5165 0.0194
H 6.3302 -3.0491 0.5113
H 6.2710 -0.3530 2.0819
H 7.5031 -1.6628 2.1269
H 5.9063 -0.6633 4.4835
H 7.0102 -2.0455 4.5487
H 5.3639 -2.3245 4.9363
C -5.4204 2.2820 -0.3766
O -5.1010 2.5033 -1.7342
C -5.6388 3.7719 -2.0895
C -5.3342 4.0562 -3.5693
N -3.9277 3.7736 -3.8039
C -3.5998 3.6090 -5.2271
C -2.1938 2.9658 -5.4235
O -2.1587 1.7624 -4.7253
C -0.8667 1.2395 -4.5648
H -6.4979 2.3029 -0.2138
H -4.9238 3.0099 0.2650
H -5.0844 1.3310 0.0366
H -5.1978 4.5664 -1.4876
H -6.7279 3.7989 -2.0538
H -5.5167 5.1073 -3.7928
H -6.0075 3.4192 -4.1428
H -3.4659 4.6510 -3.6115
H -3.6731 4.5968 -5.6820
H -4.2489 2.8937 -5.7322
H -1.3900 3.6848 -5.2651
H -2.1850 2.8161 -6.5032
H -0.1274 1.9129 -4.1311
H -0.3643 0.7780 -5.4149
H -0.9218 0.4661 -3.7987
C -0.9817 -4.1575 -1.6696
O -1.4735 -3.5836 -0.4280
C -2.3471 -4.5842 0.2133
C -3.3039 -3.8434 1.1586
N -2.6015 -2.9101 2.0577
C -2.0584 -3.6561 3.1570
C -1.0225 -2.8826 4.0213
O -0.1316 -2.1509 3.1704
C 0.9263 -1.4824 3.8733
H -0.3173 -3.5064 -2.2375
H -1.8196 -4.3672 -2.3344
H -0.3683 -5.0280 -1.4369
H -1.6982 -5.2353 0.7989
H -2.9153 -5.2159 -0.4695
H -4.0000 -4.5456 1.6174
H -3.9117 -3.1651 0.5599
H -3.3108 -2.2506 2.3441
H -1.5663 -4.5985 2.9167
H -2.9263 -3.9018 3.7689
H -0.4784 -3.4953 4.7401
H -1.6508 -2.2644 4.6624
H 1.4795 -2.1525 4.5313
H 0.4960 -0.8611 4.6588
H 1.5793 -0.9647 3.1707
C 2.0129 -4.6501 1.3697
O 1.8246 -3.3444 0.7833
H 1.8026 -5.4269 0.6345
H 3.0345 -4.7000 1.7464
H 1.3194 -4.7931 2.1983
H 2.7187 -3.0149 0.6664
C -1.4291 5.2668 2.1426
O -1.3903 4.2097 3.1211
H -0.6119 5.0609 1.4513
H -2.3481 5.3240 1.5593
H -1.2957 6.2506 2.5926
H -1.5092 3.3177 2.7868
C 1.5076 5.2631 -2.6538
O 0.0589 5.4175 -2.6323
H 1.8139 4.2323 -2.4754
H 1.8646 5.5952 -3.6287
H 1.8837 5.8654 -1.8268
H -0.3244 4.6674 -2.1718
C 3.0011 3.3437 1.2951
O 3.3519 2.4321 0.2769
H 2.6282 4.3045 0.9400
H 2.2060 2.8720 1.8725
H 3.7989 3.5053 2.0200
H 2.5824 1.9283 0.0020
C -4.3277 1.5833 5.4264
O -4.1458 0.6554 4.3404
H -4.6330 2.6084 5.2169
H -5.1162 1.2539 6.1031
H -3.3833 1.6313 5.9685
H -3.5353 1.0055 3.6875
*
```

=====

Density functional theory data (the ωB97M-V functional and the def2-TZVPD basis) for 8 unconnected molecules or ions with the total composition C20H59ClN5O11.

The total energy comes out at -2358.72381 hartree.

```
! RIJCOSX wB97M-V def2-TZVPD def2/J DEFGRID3
* xyz -1 1
Cl -1.3940 -1.0980 0.2215
O -0.0551 -0.6221 0.4427
O -2.3201 0.0239 0.2806
O -1.4359 -1.8504 -1.0395
O -1.6413 -1.9605 1.3730
O -0.4594 -3.1642 3.9462
H 0.2421 -2.5130 3.9406
H -0.9137 -3.0346 3.1137
O 0.8208 0.8578 -2.4738
H 0.1116 1.4525 -2.2293
H 0.8268 0.1949 -1.7833
C -0.3283 -1.8160 -5.2069
C 0.2634 -2.6730 -4.1486
C 1.0008 -3.9642 -4.6346
O 0.0691 -5.0635 -4.8782
C 0.7013 -6.3678 -4.7406
N 1.2396 -1.8793 -3.3967
H -1.1524 -2.3082 -5.7233
H 0.3361 -1.6403 -6.0530
H -0.6896 -0.9150 -4.7112
H -0.5124 -2.8965 -3.4163
H 1.6794 -4.3456 -3.8716
H 1.6400 -3.7584 -5.4932
H 1.6539 -6.3660 -5.2705
H 0.0656 -7.2054 -5.0279
H 0.9141 -6.5808 -3.6930
H 0.8900 -0.9713 -3.1260
H 1.3898 -2.4272 -2.5616
C -1.1251 3.4904 -3.3850
C -1.9681 2.7514 -2.4079
C -2.5023 1.4150 -3.0468
O -3.4256 1.6583 -4.0658
C -3.4400 0.7129 -5.0592
N -1.1043 2.5678 -1.2621
H -0.1767 3.0017 -3.6079
H -0.8239 4.4109 -2.8850
H -1.5852 3.6010 -4.3670
H -2.8425 3.3123 -2.0778
H -3.0498 0.9318 -2.2376
H -1.7112 0.7413 -3.3761
H -2.5283 0.6375 -5.6518
H -4.1917 1.0569 -5.7696
H -3.6944 -0.2684 -4.6587
H -0.9449 3.4828 -0.8654
H -1.5327 2.0017 -0.5437
C 3.6267 -0.5058 0.3346
C 3.8605 -1.9043 -0.1123
C 2.7038 -2.8304 0.1165
O 2.6053 -3.0322 1.5457
C 1.7294 -4.0728 1.8678
N 3.9706 -1.7052 -1.5822
H 2.6062 -0.1402 0.2212
H 4.3955 0.1603 -0.0571
H 3.8581 -0.5032 1.3998
H 4.7421 -2.3490 0.3494
H 2.8454 -3.7621 -0.4313
H 1.7827 -2.4219 -0.2990
H 0.6643 -4.1053 1.6383
H 1.8120 -4.2149 2.9453
H 2.1917 -4.9790 1.4766
H 3.8827 -2.6218 -1.9970
H 3.2902 -1.0369 -1.9147
C -3.2831 5.4162 2.4602
C -3.5395 3.9915 2.1079
C -2.2292 3.1927 2.1609
O -1.1510 3.8813 1.4413
C 0.1108 3.2701 1.7108
N -4.5347 3.5200 3.1079
H -2.7795 5.4750 3.4252
H -4.2450 5.9259 2.5155
H -2.7360 6.0333 1.7475
H -3.8622 3.8353 1.0785
H -2.3412 2.2008 1.7230
H -1.9583 3.0464 3.2065
H 0.2109 2.3078 1.2088
H 0.2773 3.0763 2.7705
H 0.8156 3.9798 1.2775
H -5.4577 3.8957 2.9431
H -4.7736 2.5809 2.8231
C -0.3332 0.7304 4.0070
C 1.1301 0.3920 3.9171
C 1.8861 0.4365 5.2365
O 2.3140 1.6960 5.5072
C 2.7904 1.9759 6.8221
N 1.3037 -0.9586 3.3841
H -0.4785 1.7731 4.2895
H -0.8827 0.0750 4.6828
H -0.7762 0.6668 3.0132
H 1.7116 1.0479 3.2692
H 2.8170 -0.1300 5.2622
H 1.1663 0.0708 5.9688
H 2.0237 2.2134 7.5596
H 3.4173 2.8583 6.6932
H 3.5056 1.1785 7.0239
H 2.2376 -1.1525 3.0517
H 0.7808 -1.0903 2.5301
*
```

=====

Sequential ΔE to the lowest compared entry with this formula, charge and spin output: 0.410; 6.972; 0.821 eV